[1]
Formula: ClHN6
Source: the Open Molecules 2025 dataset
Level of theory: ωB97M-V/def2-TZVPD

```
8
Properties=species:S:1:pos:R:3:mulliken_charge:R:1
N -1.849 0.793 1.472 -0.39
N -0.984 1.353 2.135 0.62
N -1.379 0.010 0.528 -0.36
N -0.046 1.966 2.297 -0.18
N -0.209 0.309 0.072 0.46
N 0.421 1.441 0.166 -0.42
Cl 2.037 1.330 -0.464 -0.09
H 0.265 -0.560 -0.512 0.36
```

Values from the calculation:
- Relative energy (zero: lowest compared OMol25 entry of this formula, charge and spin): 1.819 eV
- Net charge: 0
- DFT total energy: -21471.961 eV
- HOMO-LUMO gap: 0.316 Ha
- LUMO: -0.15 eV


[2]
Formula: C42H117N21O6P6
Source: the Open Molecules 2025 dataset
Level of theory: ωB97M-V/def2-TZVPD

```
192
Properties=species:S:1:pos:R:3:mulliken_charge:R:1
C -3.246 -0.736 1.309 -0.41
N -1.920 -1.069 0.700 0.82
C -2.040 -2.222 -0.167 -0.42
P -0.415 -1.078 1.575 -0.32
O -0.115 -2.292 2.346 -0.90
N 0.738 -0.610 0.453 0.79
C 0.362 0.339 -0.649 -0.45
C 2.223 -0.780 0.875 -1.27
N -0.429 0.356 2.554 0.95
C -0.811 1.676 2.003 0.84
C -0.313 0.391 4.008 -0.66
H -4.087 -0.774 0.617 0.02
H -3.246 0.266 1.739 -0.16
H -3.531 -1.433 2.097 0.35
H -2.955 -2.090 -0.745 -0.06
H -2.070 -3.152 0.399 0.41
H -1.113 -2.269 -0.739 -0.18
H 1.022 1.206 -0.648 0.02
H 0.471 -0.204 -1.588 -0.07
H -0.674 0.670 -0.572 0.28
H 2.410 -1.777 1.275 0.23
H 2.872 -0.528 0.036 0.41
H 2.467 -0.013 1.610 0.37
H -0.075 1.970 1.254 -0.29
H -1.777 1.664 1.499 -0.18
H -0.770 2.474 2.744 -0.66
H -0.748 -0.521 4.418 0.13
H -0.825 1.234 4.472 0.13
H 0.719 0.269 4.337 0.05
C 2.444 -2.719 4.479 -0.11
N 3.653 -2.226 5.046 0.61
C 3.406 -1.635 6.403 -1.30
P 5.185 -2.361 4.236 0.24
O 4.947 -2.987 2.917 -0.89
N 5.679 -0.643 4.109 0.27
C 5.941 0.376 5.212 -0.89
C 5.471 -0.005 2.795 -1.07
N 6.253 -3.050 5.362 0.22
C 7.701 -3.064 5.251 -1.01
C 5.682 -4.115 6.217 -0.94
H 2.060 -3.492 5.144 0.06
H 2.704 -3.117 3.498 0.30
H 1.841 -1.812 4.443 -0.35
H 4.343 -1.238 6.792 0.44
H 3.094 -2.433 7.077 0.39
H 2.797 -0.735 6.325 0.21
H 5.058 0.669 5.780 0.24
H 6.759 -0.043 5.799 0.26
H 6.206 1.360 4.826 0.34
H 5.781 -0.684 2.001 0.33
H 4.437 0.337 2.741 0.21
H 6.177 0.812 2.650 0.52
H 8.061 -3.598 6.130 0.40
H 7.978 -3.703 4.413 0.34
H 8.161 -2.078 5.185 0.26
H 6.371 -4.867 6.599 0.46
H 4.947 -4.650 5.615 0.32
H 5.184 -3.656 7.071 0.21
C 6.383 6.444 1.822 -1.01
N 5.105 6.017 1.306 0.29
C 4.117 6.496 2.220 -1.19
P 4.849 4.551 0.546 0.07
O 4.526 3.403 1.439 -0.64
N 3.511 5.012 -0.469 0.59
C 3.432 6.311 -1.127 -1.16
C 2.600 3.921 -0.962 -1.17
N 6.013 4.316 -0.653 0.48
C 6.509 5.401 -1.577 -1.20
C 6.733 3.075 -0.811 -0.93
H 6.467 7.481 2.148 0.35
H 7.198 6.302 1.113 0.21
H 6.628 5.911 2.741 0.36
H 4.236 7.577 2.291 0.42
H 4.231 6.187 3.259 0.29
H 3.116 6.291 1.840 0.37
H 2.395 6.571 -1.336 0.35
H 3.741 7.086 -0.425 0.40
H 3.978 6.514 -2.049 0.29
H 1.682 4.434 -1.249 0.38
H 3.093 3.507 -1.841 0.50
H 2.431 3.188 -0.173 0.01
H 7.426 5.717 -1.080 0.45
H 6.621 5.087 -2.614 0.34
H 5.924 6.319 -1.522 0.32
H 5.999 2.271 -0.864 0.23
H 7.391 2.805 0.015 0.28
H 7.349 3.155 -1.706 0.35
C 2.765 -2.530 -6.706 -0.93
N 1.317 -2.273 -6.372 0.20
C 0.466 -2.609 -7.488 -1.00
P 0.713 -1.324 -5.049 -0.43
O -0.566 -1.907 -4.540 -0.37
N 1.995 -1.242 -3.986 0.84
C 2.118 -2.255 -2.986 -1.11
C 2.996 -0.226 -4.075 -1.12
N 0.629 0.295 -5.752 0.43
C 1.598 0.813 -6.770 -1.08
C -0.386 1.194 -5.323 -0.97
H 2.842 -3.462 -7.266 0.44
H 3.399 -2.721 -5.840 0.21
H 3.254 -1.650 -7.125 0.26
H -0.541 -2.868 -7.162 0.21
H 0.856 -3.512 -7.958 0.40
H 0.544 -1.764 -8.173 0.28
H 2.393 -3.146 -3.551 0.30
H 2.887 -1.929 -2.286 0.47
H 1.154 -2.425 -2.506 0.09
H 2.559 0.735 -3.801 0.38
H 3.862 -0.413 -3.441 0.47
H 3.472 -0.085 -5.045 0.24
H 2.285 0.028 -7.085 0.19
H 1.068 1.052 -7.693 0.42
H 2.258 1.575 -6.358 0.34
H -0.059 2.200 -5.589 0.42
H -0.518 1.201 -4.241 0.18
H -1.335 0.929 -5.789 0.25
C -3.841 2.212 -2.641 -1.11
N -4.769 1.249 -2.121 0.85
C -4.691 -0.050 -2.803 -0.89
P -6.030 1.509 -0.921 0.16
O -6.633 0.230 -0.467 -0.97
N -5.232 2.415 0.333 0.91
C -5.425 1.932 1.688 -1.20
C -4.796 3.826 0.256 -1.02
N -7.002 2.669 -1.743 0.26
C -8.044 3.370 -1.030 -1.04
C -7.421 2.341 -3.064 -1.06
H -2.852 2.020 -2.225 -0.11
H -4.214 3.194 -2.351 0.44
H -3.765 2.106 -3.723 0.45
H -5.316 -0.012 -3.695 0.28
H -5.043 -0.909 -2.232 -0.26
H -3.654 -0.307 -3.016 0.47
H -6.358 2.421 1.967 0.37
H -5.499 0.845 1.730 0.32
H -4.636 2.162 2.404 0.24
H -4.044 3.905 1.042 0.31
H -4.217 4.119 -0.619 0.26
H -5.614 4.517 0.459 0.29
H -8.961 2.786 -1.109 0.38
H -7.776 3.506 0.018 0.29
H -8.194 4.377 -1.419 0.33
H -8.060 1.465 -3.176 0.33
H -6.614 2.354 -3.797 0.24
H -7.989 3.154 -3.517 0.44
C -7.601 -5.156 -4.110 -1.06
N -6.441 -4.605 -3.321 0.39
C -6.616 -3.364 -2.564 -0.79
P -5.037 -5.574 -2.992 0.23
O -4.682 -6.603 -4.057 -0.89
N -3.806 -4.463 -2.679 0.88
C -2.566 -4.987 -1.992 -1.28
C -3.338 -3.570 -3.728 -1.27
N -5.495 -6.173 -1.471 0.38
C -5.720 -7.601 -1.271 -1.16
C -5.681 -5.350 -0.326 -1.04
H -8.179 -5.950 -3.635 0.35
H -7.301 -5.662 -5.028 0.33
H -8.334 -4.413 -4.423 0.33
H -6.854 -2.562 -3.263 0.48
H -5.733 -3.059 -2.003 -0.15
H -7.378 -3.465 -1.791 0.33
H -1.642 -4.428 -2.139 0.22
H -2.710 -4.990 -0.911 0.34
H -2.290 -5.979 -2.348 0.48
H -4.148 -3.179 -4.344 0.44
H -2.895 -2.644 -3.361 0.23
H -2.799 -4.051 -4.544 0.29
H -6.494 -7.909 -0.568 0.40
H -5.990 -8.124 -2.189 0.32
H -4.814 -8.081 -0.902 0.36
H -6.739 -5.097 -0.385 0.30
H -5.091 -4.433 -0.339 0.21
H -5.391 -5.881 0.580 0.43
C 2.258 3.228 3.349 -0.53
C 1.464 3.872 2.334 0.49
N 0.822 4.464 1.546 -0.57
H 2.958 2.501 2.937 -0.26
H 1.539 2.781 4.035 0.40
H 2.854 4.027 3.791 0.46
C -0.521 -3.137 6.304 -0.04
C -0.211 -4.535 6.545 0.21
N 0.070 -5.656 6.784 -0.48
H -0.180 -2.865 5.305 -0.28
H -0.029 -2.623 7.130 0.26
H -1.606 -3.030 6.283 0.39
C -1.177 4.786 4.629 -0.33
C -2.193 3.642 4.635 0.45
N -2.960 2.764 4.682 -0.50
H -0.738 4.748 5.626 0.29
H -1.594 5.777 4.453 0.37
H -0.449 4.562 3.848 -0.18
```

Values from the calculation:
- Relative energy (zero: lowest compared OMol25 entry of this formula, charge and spin): 3.584 eV
- Net charge: 0
- DFT total energy: -144764.158 eV
- HOMO-LUMO gap: 0.285 Ha
- LUMO: 0.20 eV
- Structure (SMILES): CN(C)P(=O)(N(C)C)N(C)C.CN(C)P(=O)(N(C)C)N(C)C.CN(C)P(=O)(N(C)C)N(C)C.CN(C)P(=O)(N(C)C)N(C)C.CN(C)P(=O)(N(C)C)N(C)C.CN(C)P(=O)(N(C)C)N(C)C.CC#N.CC#N.CC#N


[3]
Formula: C5H14NO2
Source: the Open Molecules 2025 dataset
Level of theory: ωB97M-V/def2-TZVPD

```
22
Properties=species:S:1:pos:R:3:mulliken_charge:R:1
C 0.346 3.603 -1.569 -0.92
C 0.543 1.550 -1.871 -0.35
N 0.659 2.286 -0.835 -0.24
C 1.205 -0.116 1.333 -0.99
C -0.269 -0.224 0.884 -0.02
C -0.856 -1.610 0.604 -0.51
O -0.657 -2.535 1.561 -0.95
H -0.335 4.136 -0.929 0.30
H 1.255 4.231 -1.645 0.25
H -0.031 3.586 -2.589 0.35
H -0.272 0.835 -2.015 0.30
H 1.225 1.636 -2.742 0.31
H -0.857 0.361 1.601 0.30
H 1.179 0.065 2.409 0.21
H 1.769 0.681 0.856 0.36
H 1.689 -1.079 1.132 0.25
H -0.409 0.445 0.039 -0.05
H -0.421 -1.900 -0.400 0.16
H -1.934 -1.413 0.368 0.19
H -1.250 -4.030 1.338 0.50
H -0.943 -5.567 1.367 0.26
O -1.635 -4.941 1.103 -0.71
```

Values from the calculation:
- Relative energy (zero: lowest compared OMol25 entry of this formula, charge and spin): 4.037 eV
- Net charge: -1
- DFT total energy: -10993.569 eV
- HOMO-LUMO gap: 0.201 Ha
- LUMO: 2.67 eV